(1)
DFT (the ωB97M-V functional and the def2-TZVPD basis) results for a molecular structure, C26H62Br12N4O4.

Structure (XYZ):
```
108
Properties=species:S:1:pos:R:3:forces:R:3
C 15.167300 -16.666260 14.546660 -1.058 0.515 0.718
Br 14.042160 -18.177410 15.121100 0.650 0.467 -0.417
Br 16.386590 -16.143140 15.934720 0.238 -0.298 -0.068
Br 13.965910 -15.098200 14.277450 0.584 -0.816 -0.380
H 15.735580 -16.921790 13.652310 -0.413 0.125 0.136
C 13.315760 -8.671080 4.632960 -0.322 1.136 -0.096
Br 12.180250 -7.263970 3.750100 0.704 -0.811 0.526
Br 12.548990 -9.153980 6.350050 0.149 -0.081 -0.663
Br 15.135400 -8.013730 4.901660 -0.610 -0.292 -0.274
H 13.315850 -9.488790 3.912240 0.080 0.048 0.506
C 19.356660 -26.235410 1.227930 0.861 -0.446 0.258
Br 20.978640 -25.067860 1.810020 -1.757 -1.258 -0.885
Br 19.202140 -27.789530 2.461180 0.171 1.004 -0.795
Br 19.364570 -26.868770 -0.669760 0.261 0.678 1.489
H 18.448210 -25.649010 1.365580 0.463 0.022 -0.066
C 16.320030 -30.727740 11.064820 0.390 -0.370 -1.020
Br 15.508300 -31.610500 9.429350 0.562 0.662 1.339
Br 18.210890 -30.255660 10.665100 -1.000 -0.433 0.370
Br 16.100150 -31.837630 12.656090 0.160 0.642 -0.830
H 15.836100 -29.757440 11.176220 -0.116 -0.494 0.143
C 22.803100 -17.111730 -2.572480 -0.022 -0.152 -0.359
C 23.234480 -15.686470 -2.393380 -0.246 1.026 0.288
C 23.473950 -15.281250 -0.935580 -0.264 -0.243 1.229
C 22.273930 -15.434170 0.053760 -0.176 0.454 -0.743
C 21.027960 -14.613700 -0.374840 -0.272 -0.676 0.766
C 19.934040 -14.295390 0.730130 1.335 0.453 -1.433
H 22.601390 -17.296220 -3.627650 0.025 -0.127 -0.050
H 21.863430 -17.276320 -2.045190 0.164 -0.364 0.183
H 23.601000 -17.786240 -2.261820 -0.258 -0.244 0.207
H 24.076770 -15.450860 -3.043860 0.332 -0.073 0.256
H 22.439620 -15.053020 -2.787140 -0.171 0.192 -0.004
H 23.837810 -14.263750 -0.792710 -0.102 0.275 -0.564
H 24.247100 -15.862100 -0.432620 0.375 -0.414 -0.494
H 21.988850 -16.483240 0.133200 -0.058 -0.131 -0.049
H 22.658240 -15.182380 1.042190 -0.158 0.339 0.094
H 21.296380 -13.674640 -0.858780 0.344 0.145 0.244
H 20.602420 -15.201450 -1.188200 -0.462 0.054 -0.034
H 20.431250 -13.869130 1.601440 -0.056 -0.387 0.257
H 19.390730 -13.451200 0.305580 -0.541 -0.192 0.131
H 19.260060 -15.118250 0.968340 0.212 0.068 0.076
C 16.026030 -22.232130 7.255390 0.331 1.077 -1.102
C 15.691460 -21.022230 8.168200 1.635 0.042 0.095
C 15.820390 -19.620870 7.437320 0.215 -1.065 0.901
O 15.713520 -18.541560 8.397260 -0.163 -0.721 -0.035
C 15.204790 -17.338030 7.861370 -0.225 0.122 -0.172
N 14.404940 -21.123930 8.723660 -2.524 0.073 0.192
H 15.462250 -22.115900 6.329790 -0.332 -0.273 -0.041
H 15.936540 -23.264410 7.593770 -0.606 0.331 0.686
H 17.062610 -22.200080 6.919860 0.253 0.362 0.148
H 16.411490 -21.054560 8.985890 0.684 0.367 0.000
H 15.053260 -19.607920 6.663090 -0.296 0.359 0.066
H 16.795210 -19.569050 6.952410 0.145 0.059 -0.064
H 15.785220 -17.049050 6.985190 -0.322 0.006 -0.363
H 15.237930 -16.477290 8.529300 0.697 -0.420 0.654
H 14.129420 -17.407200 7.697340 -0.093 -0.313 -0.736
H 14.115110 -20.297240 9.226330 0.201 0.155 -0.051
H 14.207360 -21.912700 9.322740 0.398 -0.160 -0.166
C 9.907440 -24.681790 13.350650 0.672 0.873 0.789
C 10.353850 -26.154240 13.267680 -2.036 1.460 -0.423
C 11.498170 -26.494000 14.181960 1.377 2.378 -0.567
O 12.564820 -25.599520 13.698850 -0.961 -1.267 -0.467
C 13.823920 -25.694880 14.302850 -0.884 0.882 1.367
N 9.141150 -26.932520 13.563560 1.092 -0.737 -0.553
H 10.709530 -23.961520 13.189520 0.128 -0.238 -0.635
H 9.611850 -24.368940 14.352080 -0.147 -0.582 0.561
H 9.033590 -24.405250 12.760730 0.223 -0.481 -0.475
H 10.619620 -26.303840 12.221220 0.232 -0.389 0.019
H 11.824530 -27.533910 14.168460 -0.052 -0.127 -0.097
H 11.213210 -26.166520 15.181790 0.102 -0.288 0.401
H 14.528740 -25.124970 13.697420 0.231 -0.776 -0.236
H 14.059020 -26.700140 14.652520 0.527 -0.244 -0.720
H 13.757050 -25.121510 15.227450 0.232 0.177 0.485
H 9.558520 -27.810970 13.836010 -0.971 -0.674 0.317
H 8.592690 -26.550130 14.320580 0.241 0.032 0.230
C 7.583900 -27.563150 5.185950 -0.807 -1.049 -1.024
C 7.271890 -26.498140 4.111670 0.627 0.213 1.440
C 5.918040 -26.616870 3.401200 -0.775 -0.864 -0.947
O 5.756080 -27.881200 2.776210 1.326 -0.765 -0.105
C 4.671790 -28.012870 1.876200 1.182 0.472 0.533
N 7.355190 -25.188960 4.743540 -0.539 0.930 -0.023
H 6.829950 -27.616740 5.971310 -0.172 0.328 0.032
H 8.557060 -27.476620 5.669260 0.044 0.356 -0.284
H 7.534360 -28.532520 4.690000 0.179 -0.286 0.119
H 8.115380 -26.483130 3.421460 -0.373 -0.397 -0.577
H 5.777230 -25.868170 2.621630 0.505 0.520 0.056
H 5.012250 -26.552850 4.004140 0.259 0.628 1.039
H 3.763920 -27.836670 2.453110 -0.500 -0.362 -0.436
H 4.816360 -28.994460 1.424910 -0.641 -0.089 0.281
H 4.773180 -27.295060 1.062210 -0.228 0.338 -0.082
H 6.818950 -25.200420 5.599350 -0.238 0.103 0.131
H 8.299200 -24.982310 5.037210 0.153 -0.075 -0.153
C 1.996610 -15.708240 11.343580 1.231 -0.356 -0.125
C 2.189820 -17.248540 11.727310 -1.806 3.047 -2.423
C 3.664610 -17.584590 11.795060 -0.115 -0.287 -0.437
O 4.231170 -17.537790 10.466460 0.663 -0.273 0.545
C 5.679570 -17.471250 10.389140 -0.595 0.287 0.370
N 1.353420 -17.397800 12.882030 0.477 -0.185 1.583
H 2.348110 -15.121430 12.192230 -0.174 0.161 0.046
H 1.013980 -15.360160 11.025190 -0.458 -0.581 0.573
H 2.583780 -15.412990 10.474010 0.478 -0.320 0.028
H 1.608070 -17.700740 10.924080 1.116 -0.925 -0.687
H 3.743670 -18.582990 12.225230 0.397 -0.279 0.003
H 4.153420 -16.877970 12.465760 0.173 0.137 0.056
H 6.035370 -16.485400 10.688490 -0.123 0.260 -0.037
H 6.016830 -17.661440 9.370230 -0.519 0.075 -0.083
H 6.239540 -18.169590 11.011120 -0.486 -0.425 0.304
H 1.383900 -18.318440 13.296270 -0.136 -0.187 -0.099
H 0.416530 -17.190500 12.566830 -0.123 -0.148 0.384
```
Forces are in eV/Å.

## Properties
Multiplicity: 1

---

(2)
DFT (the ωB97M-V functional and the def2-TZVPD basis) results for 2 unconnected molecules or ions with the total composition C4H9N2O.

Structure (XYZ):
```
16
Properties=species:S:1:pos:R:3:forces:R:3
C -1.764634 -0.019155 0.627958 0.814 0.233 -0.197
C -0.887504 1.096615 0.037087 1.317 -0.972 0.164
C -0.666756 -0.991073 0.200852 1.633 -2.641 1.504
C 1.490224 0.270389 -0.421830 0.857 4.702 -1.340
N 2.429756 -0.679042 -0.221560 1.029 -2.371 0.184
N 0.059964 0.061530 -0.645126 0.046 -1.717 -1.398
O 2.023059 0.299374 0.816670 -0.765 0.155 0.428
H -1.782858 0.011014 1.716112 -0.976 0.180 -0.187
H -2.719982 -0.145126 0.034665 1.027 0.051 1.237
H -1.319942 1.669338 -0.712830 -0.666 1.556 -0.963
H -0.175550 1.592360 0.710407 -0.809 0.295 -0.067
H 0.213660 -1.298298 1.012796 -2.979 0.545 -1.678
H -1.118360 -1.894018 -0.337715 1.444 1.184 0.415
H 2.146035 1.878392 -1.292036 -1.623 -3.366 1.403
H 2.040046 -1.591213 0.132447 0.287 0.801 -0.644
H 0.032841 -0.261081 -1.657901 -0.639 1.366 1.138
```
Forces are in eV/Å.

## Properties
Net charge: +1
Multiplicity: 1
ΔE to the lowest compared entry with this formula, charge and spin: 9.232 eV

---

(3)
DFT (the ωB97M-V functional and the def2-TZVPD basis) results for a molecular structure, C13H43BrNO11P.

Structure (XYZ):
```
70
Properties=species:S:1:pos:R:3:forces:R:3
O -1.414533 0.158170 -0.896835 0.044 0.138 -0.048
P -0.325494 0.867334 -1.619227 -0.373 -0.293 0.060
C 1.128997 1.270733 -0.542199 -0.283 -0.281 -0.139
Br 0.917102 3.142239 0.000663 0.186 0.127 -0.062
C 1.167104 0.338871 0.687557 0.471 0.082 0.059
C 2.221838 -0.700375 0.302050 0.171 0.323 -0.378
C 3.146441 0.091500 -0.591136 0.035 -0.158 -0.280
O 4.330885 -0.069267 -0.773413 -0.042 -0.023 -0.126
N 2.382599 1.057266 -1.250128 0.122 0.433 0.899
H 0.249018 0.148401 -2.677899 0.095 0.027 -0.022
H -0.718031 2.087818 -2.192416 0.134 0.046 -0.061
H 1.553507 0.927521 1.519696 -0.168 -0.108 0.049
H 0.189816 -0.041962 0.972087 0.060 0.007 -0.088
H 1.831985 -1.515532 -0.316666 -0.028 -0.100 0.319
H 2.811038 -1.092311 1.125311 -0.262 -0.178 -0.028
H 2.895646 1.889503 -1.512154 -0.051 -0.112 -0.376
C 1.647762 -4.594428 1.571003 -0.013 0.034 -0.048
O 2.368074 -3.819373 0.620615 0.044 -0.082 0.042
H 0.855394 -3.956933 1.958194 -0.012 -0.010 0.007
H 1.189105 -5.475259 1.115618 -0.006 -0.001 0.000
H 2.282560 -4.913332 2.402282 -0.002 0.007 0.008
H 3.070968 -4.361776 0.250521 0.009 0.031 -0.013
C 5.694731 -2.113017 -3.456705 0.059 -0.029 0.085
O 5.844413 -2.458535 -2.093265 -0.097 -0.017 -0.074
H 6.196301 -2.882647 -4.040650 -0.011 0.008 -0.028
H 4.641623 -2.084298 -3.758731 -0.019 -0.007 -0.014
H 6.153427 -1.147256 -3.687537 -0.007 0.009 -0.008
H 5.404864 -1.780465 -1.568270 -0.002 0.136 0.140
C 0.932244 -1.809240 4.519347 -0.038 0.095 -0.002
O 1.680165 -1.000784 3.613885 0.048 -0.095 -0.006
H 0.120026 -1.195132 4.902111 -0.024 -0.015 -0.006
H 0.498801 -2.680246 4.020841 -0.010 0.006 0.000
H 1.545069 -2.148111 5.358655 0.004 0.004 0.003
H 2.405616 -1.531036 3.271249 -0.003 -0.011 0.034
C -3.005779 3.269568 0.130973 0.028 -0.028 0.104
O -2.270835 3.961178 1.141343 -0.025 -0.161 0.104
H -4.038024 3.601622 0.205429 -0.005 0.009 -0.012
H -2.643085 3.518352 -0.868404 -0.026 0.019 -0.011
H -2.967481 2.186624 0.276058 -0.003 0.007 -0.029
H -1.358628 3.666685 1.066840 0.083 0.095 -0.094
C -5.857391 4.933685 -2.121708 0.040 -0.002 0.012
O -4.470097 4.871861 -2.423392 -0.040 -0.004 -0.074
H -5.948553 4.849080 -1.041106 -0.014 0.002 0.003
H -6.300283 5.883471 -2.432522 -0.001 0.006 0.007
H -6.412839 4.112795 -2.582834 0.000 -0.007 0.007
H -4.365199 4.948669 -3.375555 0.011 0.009 0.010
C -2.683250 -2.895959 -1.807874 -0.027 0.013 0.069
O -3.154645 -2.100436 -0.742076 0.004 0.015 -0.076
H -3.223767 -3.841237 -1.776176 0.012 -0.013 -0.021
H -2.865214 -2.430265 -2.783125 0.003 -0.006 -0.010
H -1.611777 -3.109927 -1.719078 0.006 -0.004 -0.010
H -2.669226 -1.262706 -0.773529 0.044 0.011 0.088
C -2.677751 -0.509396 3.681773 -0.011 -0.036 0.107
O -2.527166 -0.841964 5.062089 0.017 0.006 -0.030
H -1.989226 -1.144360 3.128985 -0.006 0.013 -0.034
H -3.693073 -0.703327 3.328164 0.005 -0.019 -0.011
H -2.409860 0.530215 3.493629 0.001 -0.001 -0.059
H -3.123691 -0.287463 5.571571 0.004 -0.013 0.003
C 0.446173 2.177074 4.196718 0.024 -0.077 -0.039
O -0.242600 1.779893 3.016520 -0.106 0.219 0.035
H 1.177086 1.397865 4.402510 0.007 0.010 0.017
H 0.968083 3.128813 4.060303 0.006 -0.002 -0.001
H -0.230986 2.263648 5.050614 0.000 -0.014 0.007
H -0.904096 2.452087 2.816815 -0.067 -0.046 0.026
C 0.832490 -0.655635 -5.836630 0.014 0.011 0.026
O 1.493236 -0.123780 -4.693568 -0.002 -0.047 -0.028
H -0.121890 -0.140099 -5.917521 -0.006 -0.004 -0.011
H 1.401852 -0.478863 -6.752038 -0.003 0.009 -0.003
H 0.642392 -1.726783 -5.734596 -0.006 -0.001 0.004
H 2.342456 -0.565262 -4.599758 0.011 0.034 0.029
```
Forces are in eV/Å.

## Properties
Multiplicity: 1

---

(4)
DFT (the ωB97M-V functional and the def2-TZVPD basis) results for a single C7H17N molecule.

Structure (XYZ):
```
25
Properties=species:S:1:pos:R:3:forces:R:3
C 1.866170 0.947939 0.747868 0.076 1.147 0.584
N 0.966964 -0.128165 0.342166 -0.498 0.757 -0.184
C -0.400662 0.398836 0.068542 -0.146 -0.741 0.233
C -1.431281 -0.740350 0.281858 0.301 -0.003 -1.842
C -2.849823 -0.144618 0.316278 0.676 -0.627 1.434
C -1.181579 -1.887482 -0.791427 0.155 -0.122 1.831
C -0.426904 0.952048 -1.348293 0.129 0.458 -1.073
C 3.338877 0.602456 0.597514 0.370 -1.835 0.345
H 1.624372 1.133764 1.796752 0.186 -0.048 0.153
H 1.672285 1.942141 0.303228 -0.175 -0.392 -0.483
H 1.291141 -0.557274 -0.519109 0.131 0.083 0.012
H -0.663752 1.209773 0.766986 0.455 -0.310 0.084
H -1.215938 -1.289606 1.186049 0.139 0.405 0.592
H -3.417673 -0.631429 -0.461680 -0.620 0.731 -0.319
H -3.291848 -0.385991 1.291067 -0.205 -0.411 -0.258
H -2.806419 0.943369 0.415173 -0.293 -0.015 -1.059
H -0.945234 -1.656458 -1.822839 -0.178 0.329 -0.020
H -0.324689 -2.396517 -0.326244 0.036 -0.132 -0.658
H -1.980159 -2.630684 -0.767967 -0.182 0.155 -0.054
H -1.266500 1.517850 -1.766250 -0.418 -0.029 0.880
H 0.421584 1.625581 -1.515958 0.067 -0.235 0.113
H -0.358577 0.129825 -2.056223 0.431 -0.039 -0.052
H 4.068022 1.239970 0.100335 -0.660 0.369 -0.347
H 3.804577 0.373665 1.551659 -0.084 0.172 0.394
H 3.353650 -0.395390 0.130882 0.308 0.334 -0.304
```
Forces are in eV/Å.

## Properties
Structure (SMILES): CCN[C@@H](C)C(C)C
Multiplicity: 1
ΔE to the lowest compared entry with this formula, charge and spin: 1.366 eV

---

| no. | electronic energy (eV) | HOMO energy (eV) | LUMO energy (eV) |
| --- | --- | --- | --- |
| 1 | -882620.7123 | -8.89 | -0.81 |
| 2 | -9306.7836 | -14.79 | -4.82 |
| 3 | -117519.2170 | -9.56 | 0.35 |
| 4 | -9023.8594 | -8.81 | 1.11 |